72
Properties=species:S:1:pos:R:3:lowdin_charge:R:1 method="wB97M-V/def2-TZVPD" e_homo_ha=-0.3690 total_energy_ha=-1462.12446 spin_multiplicity=1 charge=+1
C -4.79 2.41 -0.25 -0.021
C -3.90 1.80 -1.33 -0.409
O -4.20 2.35 -2.60 -0.010
C -2.40 2.03 -1.03 -0.034
C -1.76 0.75 -0.66 -0.183
N -2.15 0.12 0.40 0.145
C -1.47 -1.16 0.63 -0.382
P -0.67 -1.60 2.30 0.859
N -1.73 -2.81 2.93 -0.172
O -1.00 -0.34 3.31 -0.289
C -0.63 -1.34 -0.63 -0.132
C -0.67 0.02 -1.34 -0.051
H -5.72 2.73 -0.69 0.091
H -5.03 1.68 0.51 0.078
H -4.33 3.26 0.23 0.083
H -4.11 0.74 -1.36 0.137
H -4.64 1.67 -3.14 0.114
H -1.89 2.42 -1.91 0.134
H -2.29 2.71 -0.20 0.125
H -2.86 0.47 1.03 0.176
H -2.27 -1.90 0.54 0.108
H -1.88 -3.47 2.17 0.021
H -2.64 -2.38 3.09 0.041
H -1.32 0.46 2.87 0.046
H -1.16 -2.05 -1.25 0.117
H 0.36 -1.75 -0.46 0.106
H -0.86 -0.01 -2.40 0.146
H 0.21 0.63 -1.15 0.139
C 1.25 3.82 -1.12 -0.093
C 0.43 4.98 -0.58 -0.281
N 0.71 5.27 0.81 -0.204
C -0.25 6.18 1.41 -0.252
C -0.32 7.62 0.87 -0.080
C 2.11 5.51 1.14 -0.243
C 2.83 6.66 0.41 -0.076
H 1.12 2.92 -0.51 0.062
H 0.93 3.59 -2.14 0.073
H 2.32 4.05 -1.17 0.071
H -0.63 4.71 -0.65 0.100
H 0.58 5.85 -1.23 0.108
H -0.07 6.22 2.49 0.113
H -1.24 5.73 1.30 0.101
H 0.52 8.22 1.21 0.059
H -1.22 8.10 1.24 0.074
H -0.35 7.65 -0.22 0.068
H 2.66 4.59 0.96 0.100
H 2.18 5.67 2.22 0.117
H 2.61 6.67 -0.66 0.069
H 3.91 6.54 0.52 0.076
H 2.57 7.63 0.82 0.058
C 3.94 -7.67 -0.11 -0.086
C 2.51 -7.29 0.28 -0.269
N 2.30 -5.85 0.35 -0.199
C 1.05 -5.48 0.97 -0.256
C -0.26 -5.88 0.26 -0.087
C 2.67 -5.10 -0.84 -0.248
C 1.98 -5.46 -2.16 -0.081
H 4.66 -7.22 0.58 0.082
H 4.05 -8.75 -0.06 0.076
H 4.19 -7.36 -1.12 0.066
H 2.31 -7.70 1.27 0.120
H 1.82 -7.78 -0.42 0.103
H 1.05 -4.40 1.14 0.089
H 1.04 -5.93 1.97 0.114
H -0.46 -5.25 -0.60 0.045
H -1.10 -5.76 0.95 0.059
H -0.25 -6.92 -0.06 0.070
H 3.74 -5.20 -0.98 0.103
H 2.51 -4.03 -0.62 0.105
H 1.91 -6.53 -2.31 0.070
H 2.54 -5.04 -2.99 0.073
H 0.97 -5.05 -2.22 0.047